Record 1
{
  "formula": "C76H70BrGeIrN13O3",
  "method": "ωB97M-V/def2-TZVPD",
  "lumo_energy_ha": -0.34376,
  "charge": 3,
  "e_tot_ha": -8630.22989,
  "de_lowest_ev": 0.0000,
  "gap_ev": 4.9,
  "spin_multiplicity": 1,
  "largest_force_ha_per_bohr": 0.071,
  "homo_energy_ha": -0.5240,
  "species": ["C", "N", "H", "H", "C", "Ge", "H", "H", "C", "H", "H", "C", "C", "H", "N", "C", "C", "C", "C", "H", "C", "C", "C", "C", "H", "H", "H", "C", "H", "C", "H", "C", "C", "H", "C", "C", "H", "C", "H", "H", "C", "O", "H", "C", "C", "C", "H", "C", "H", "H", "H", "C", "C", "N", "C", "H", "C", "C", "H", "C", "C", "C", "H", "C", "H", "C", "C", "H", "H", "C", "C", "C", "H", "N", "C", "C", "H", "C", "H", "C", "C", "C", "H", "C", "H", "H", "H", "N", "N", "H", "C", "N", "N", "H", "H", "H", "H", "N", "H", "N", "C", "H", "C", "N", "H", "H", "H", "H", "C", "H", "C", "H", "H", "H", "C", "N", "C", "C", "O", "H", "C", "C", "C", "C", "H", "H", "H", "H", "C", "C", "H", "C", "H", "H", "C", "H", "H", "C", "C", "H", "C", "C", "C", "N", "H", "H", "C", "H", "H", "C", "C", "H", "H", "H", "Ir", "H", "C", "C", "C", "H", "Br", "C", "C", "O", "C"],
  "xyz": [[2.0740, -5.8604, -0.7173], [2.3285, 0.2821, 4.0983], [-3.6793, 2.2893, -1.7519], [-0.8052, -1.8586, -1.9787], [-2.0139, 3.8967, 6.2900], [-3.2625, -1.6981, -1.0902], [-3.9086, 4.6693, -2.0414], [0.4437, 0.7678, 3.3413], [-0.2472, 4.0681, 4.6649], [-2.3419, 3.8687, 7.3206], [-1.2886, 3.8365, -5.3868], [3.0519, -0.6399, 2.2480], [-6.6560, -0.4126, 1.0215], [-3.3846, 2.3355, -4.9070], [1.8123, -0.2376, 1.9894], [-1.6950, 4.5923, -4.7097], [-2.6201, 3.9648, -3.6662], [-2.2776, -5.7173, -0.8142], [2.3649, 1.9957, -3.0398], [-3.5824, 0.4060, 3.3410], [-1.9576, 1.2572, -1.1012], [-4.9504, -0.9366, -0.5957], [1.8498, -6.6069, 1.5642], [0.0703, 1.7852, -2.0370], [-2.6927, -4.3137, -2.3778], [-8.1364, 1.0005, 0.3798], [1.3888, 4.7123, 2.2138], [3.3919, -4.0999, 5.3391], [-3.9914, 3.6782, 5.4832], [2.0195, -2.5033, -0.7478], [3.2519, 2.6489, -5.6322], [0.1290, -2.2802, -1.6606], [4.7021, 2.2286, -4.0487], [3.7130, -1.1727, 1.5862], [3.7360, 1.7649, -2.9729], [1.0872, 2.8181, 1.4723], [5.7670, 0.3150, -4.1054], [-0.4768, 6.5170, 1.3879], [2.8834, -4.8288, 0.9847], [5.8998, 1.2819, -5.5761], [-3.0319, -3.4722, -0.4114], [-2.3437, 2.5324, 1.2513], [-5.0918, 0.1140, -2.4873], [-3.4258, -1.6087, -5.8079], [-1.1800, 2.8190, 1.4737], [-2.5926, -4.9395, 1.4539], [3.6291, 0.0775, -0.0434], [-5.5240, -1.1258, 0.6715], [-7.0995, -0.5570, 1.9978], [0.3859, -8.7899, -0.5588], [-2.2297, 0.7493, 1.3858], [3.5998, -4.0806, 6.7149], [4.5626, -0.6644, 4.2762], [1.9755, 0.8397, -0.9968], [-3.0974, 6.6358, 0.5133], [-4.1215, 6.6693, 0.1633], [-1.3776, -2.1241, 3.6800], [-2.3060, 7.7728, 0.4594], [-0.8730, 5.1460, -4.2510], [-0.6981, -1.9002, 2.4967], [3.2892, 0.6149, -0.9123], [-2.2743, -0.9465, -3.8059], [-3.2007, 4.5570, 0.9919], [1.1482, -7.7316, 1.1372], [-4.1834, 3.8914, -5.1588], [2.7755, -5.2342, 4.6574], [-2.3744, -0.9458, -5.1905], [-2.2646, 5.2989, -5.3115], [-2.7111, 8.7016, 0.0805], [-2.9387, 3.7933, 5.2586], [1.4139, 0.3297, 3.1751], [-4.3699, -2.2844, -5.0471], [5.5225, 3.8209, -2.8035], [1.7662, -3.5602, -1.5090], [5.2206, 0.9765, -4.7798], [-0.6701, 4.0364, 5.9891], [-4.5611, 2.9378, -3.7247], [1.3644, -6.9738, -1.1437], [3.5926, -4.5676, -1.5414], [4.2933, -1.8706, 5.1520], [-3.2087, 5.0719, -2.7764], [0.9173, -7.9113, -0.2170], [-7.1234, 1.3456, -1.8496], [2.3177, -5.6863, 0.6352], [-2.4227, 5.6078, -2.2407], [3.3105, -4.9367, 7.3100], [-1.4604, -0.4112, -3.3313], [0.5611, -3.4308, -2.0938], [3.3669, -0.3278, 3.4954], [-0.3619, 8.5853, 0.8571], [-2.9718, -3.6977, 0.9736], [0.9942, -1.6586, -0.8187], [0.7194, 3.9886, 2.0211], [0.8079, 4.1724, 4.4496], [-1.6354, -0.4232, -5.7840], [6.5336, 3.3628, -4.1760], [-3.5145, -1.5938, -6.8860], [2.1495, -6.2567, 5.1233], [-3.2380, -2.9113, 1.6700], [1.6987, -6.9819, 4.0248], [-0.9916, 7.7059, 0.8916], [6.4761, 2.3266, -2.7582], [-3.2201, -1.6287, -3.0402], [-0.9426, -0.8593, 1.6717], [-2.5544, -5.1213, 2.5202], [1.9514, 2.5309, -3.8804], [-2.9529, -1.4286, 4.9620], [4.7826, 3.4886, -5.7849], [2.0887, -6.3445, 2.9803], [3.5802, -3.0381, 3.4990], [4.1835, 1.0529, -1.8580], [-5.1886, -2.8020, -5.5288], [-3.7447, 5.7877, -3.4004], [0.0574, 4.1283, 6.7850], [4.0355, 3.1569, -5.0651], [-0.6321, 1.0373, -1.1566], [5.8769, 2.9764, -3.3970], [-2.0036, -0.0938, 2.0135], [2.7732, -5.2209, 3.3004], [5.2330, 0.8319, -1.7228], [-2.6648, -4.4841, -1.3083], [-1.2737, 5.3774, 1.4755], [-0.5297, 2.7387, -2.8372], [-0.7118, 4.1318, 2.1650], [2.9270, -2.3639, -0.1869], [-2.5449, 0.6739, -0.4063], [4.3977, 0.4197, -5.2327], [4.9745, -0.9921, 6.9887], [-3.7581, 3.2310, -4.4036], [4.5274, -1.8598, 6.5188], [4.3663, -2.9482, 8.3578], [2.5395, -4.8015, -1.6889], [1.1696, -7.1197, -2.1996], [0.5445, 6.5061, 1.7461], [-1.9029, 2.9608, -2.7893], [-1.9826, -6.9256, 0.9354], [-1.0745, -2.9418, 4.3185], [-7.2323, 0.4698, 0.1114], [-6.6710, 0.6577, -1.1473], [-3.2504, 3.7383, 3.1446], [-2.6111, 2.1777, -1.8804], [1.5184, 1.5432, -2.0432], [-2.2543, -5.9482, 0.5580], [-0.0764, 2.0528, 1.1987], [2.3794, -5.1269, -2.7130], [-5.0147, -2.8291, -3.0747], [4.1852, -2.9652, 7.2918], [4.8037, 0.2025, 4.8858], [-5.1131, -1.8480, 1.3643], [-2.4220, -1.2862, 4.0296], [3.7488, -3.0019, 4.5686], [0.7988, -8.4492, 1.8682], [5.3817, -0.8535, 3.5828], [3.6233, 4.0481, -4.5866], [0.5813, 0.1615, 0.3256], [-2.0027, -6.5064, -1.5015], [-2.7647, -0.2757, 3.1498], [-2.5823, 5.4415, 1.0029], [-5.5246, -0.0330, -1.5050], [0.0889, 3.3376, -3.4877], [0.5951, -3.1918, 2.0525], [-1.1722, 3.9998, 3.6299], [-4.2724, -2.2997, -3.6626], [2.2226, 2.4515, 1.2328], [-2.5214, 3.8383, 3.9367]]
}

***

Record 2
{
  "formula": "C25H27N2O2",
  "method": "ωB97M-V/def2-TZVPD",
  "lumo_energy_ha": -0.09087,
  "charge": 1,
  "e_tot_ha": -1228.60452,
  "de_lowest_ev": 0.0000,
  "gap_ev": 8.3,
  "spin_multiplicity": 1,
  "largest_force_ha_per_bohr": 0.048,
  "homo_energy_ha": -0.3959,
  "species": ["H", "H", "H", "C", "C", "H", "C", "H", "H", "H", "H", "C", "H", "H", "O", "C", "C", "H", "C", "C", "C", "H", "C", "H", "H", "C", "C", "C", "C", "H", "H", "H", "C", "H", "H", "C", "H", "N", "C", "O", "H", "H", "H", "C", "C", "N", "C", "C", "H", "C", "H", "C", "C", "H", "C", "H"],
  "xyz": [[4.8187, 5.1278, 0.7408], [1.7918, -0.2816, 1.9053], [3.0531, 5.0239, 1.0820], [-3.0944, 2.4275, 0.5733], [-1.9009, 1.7266, 0.6409], [-4.9122, 0.0907, -1.1452], [-0.3763, -0.2382, 0.2399], [-6.8190, 3.6710, 0.5935], [-1.0708, 2.1531, 1.2011], [-5.2569, 4.4271, 0.1778], [3.6472, 4.9686, -0.6185], [1.8747, 0.4957, 1.1414], [2.8974, -4.6337, 3.6401], [-0.1643, -3.9505, -3.2524], [-5.4639, 2.3299, -0.0335], [0.8687, 1.8643, -0.5655], [0.4107, -3.8509, 1.4385], [-0.8200, -1.5226, -4.0480], [1.9359, 2.7565, -0.4994], [-0.2155, -0.7263, -2.1641], [3.8700, 4.6903, 0.4218], [0.6484, -5.4332, 2.8855], [-1.7252, 0.4835, 0.0263], [3.9549, 0.9394, 1.5563], [-1.6706, -2.2058, -2.6751], [1.0678, -2.8204, 0.7302], [0.8064, 0.7461, 0.2710], [-4.2059, 1.8153, -0.0424], [0.2975, -3.0103, -2.9459], [2.9594, -1.8340, 0.3822], [-5.4458, 3.5316, 1.7234], [0.7968, -0.3999, -2.4618], [3.0503, 1.2071, 1.0120], [-0.8938, 0.1274, -2.2340], [1.2613, -4.0398, -1.3633], [-5.7377, 3.5672, 0.6653], [0.0406, 2.0988, -1.2407], [0.7599, -3.1845, -1.5861], [-2.8359, -0.1225, -0.5843], [4.0948, 3.2709, 0.5300], [-3.1835, 3.4061, 1.0449], [-2.7766, -1.1381, -0.9812], [-0.6161, -4.1157, 1.1608], [-4.0498, 0.5457, -0.6582], [1.1063, -4.5535, 2.4209], [-0.1589, -1.2083, -0.7795], [0.5217, -2.3552, -0.5742], [3.0470, -3.1152, 2.1172], [1.8903, 3.7091, -1.0244], [2.4128, -2.5221, 1.0256], [1.1581, -2.8052, -3.5906], [2.3873, -4.1324, 2.8151], [-0.6852, -1.8693, -3.0161], [4.0582, -2.7970, 2.4022], [3.0454, 2.4289, 0.3072], [-0.4540, -0.7639, 1.2122]]
}

***

Record 3
{
  "formula": "C2H6NO2P",
  "method": "ωB97M-V/def2-TZVPD",
  "lumo_energy_ha": -0.00876,
  "charge": 0,
  "e_tot_ha": -626.33335,
  "de_lowest_ev": 2.3686,
  "gap_ev": 9.6,
  "spin_multiplicity": 1,
  "largest_force_ha_per_bohr": 0.095,
  "homo_energy_ha": -0.3615,
  "species": ["P", "C", "O", "C", "H", "H", "H", "H", "H", "N", "O", "H"],
  "xyz": [[-0.5358, -1.0162, -0.4197], [1.4185, 0.1798, 0.9157], [-1.2611, -1.7487, 0.5687], [1.2749, -0.7472, -0.1655], [-0.6283, -1.7683, -1.6437], [1.0063, -0.2662, 1.9105], [-2.4792, 0.6765, -0.7170], [0.5942, 0.9113, 0.6075], [2.4273, 0.6436, 0.8368], [-1.5097, 0.8824, -0.7130], [1.9799, -1.2951, -0.9759], [-1.4171, 0.9154, -1.7188]]
}

***

Record 4
{
  "formula": "C21H29CeCl2O4",
  "method": "ωB97M-V/def2-TZVPD",
  "lumo_energy_ha": [-0.19503, -0.20287],
  "charge": 1,
  "e_tot_ha": -2513.69868,
  "de_lowest_ev": 0.6441,
  "gap_ev": [6.7, 6.4],
  "spin_multiplicity": 1,
  "largest_force_ha_per_bohr": 0.064,
  "homo_energy_ha": [-0.4395, -0.4395],
  "species": ["H", "C", "H", "H", "H", "H", "H", "H", "H", "O", "C", "Cl", "H", "C", "C", "H", "C", "H", "C", "C", "H", "H", "H", "C", "C", "C", "H", "H", "C", "H", "O", "C", "C", "C", "H", "H", "C", "C", "C", "H", "H", "O", "H", "Ce", "H", "H", "O", "H", "H", "H", "C", "H", "Cl", "C", "C", "C", "H"],
  "xyz": [[-1.6072, -1.6087, -3.6532], [0.4649, -0.1993, -5.0661], [2.6648, -1.3953, -3.8767], [-0.4267, -0.0833, -5.6763], [1.3330, -0.1670, -5.7201], [0.9266, 3.4411, -0.5751], [1.4847, 1.2862, -3.9724], [0.2907, 1.0640, -0.6855], [3.0333, -2.1017, 1.2298], [0.6175, 2.2312, -2.2496], [-2.1168, -1.4076, 3.6799], [1.2898, 0.7930, 5.8459], [-2.4579, 1.9844, -1.2639], [0.2297, -3.2854, 2.6948], [-1.7789, -0.0389, 3.8880], [-0.8955, -2.4604, -5.0506], [-2.7862, -1.5140, 2.4259], [0.3697, -2.2624, 4.6981], [-1.4689, 2.4201, -0.9821], [1.9586, -1.8349, 3.1866], [-3.4522, 0.0665, 0.9575], [0.9945, -3.8285, 0.6361], [-0.6544, -3.9200, 2.8028], [-2.9008, -0.2039, 1.8654], [0.5593, 0.7055, -3.8796], [-2.2504, 0.7044, 2.7607], [1.9259, -2.3093, -5.1988], [1.1474, 4.2651, -2.1957], [-0.7108, -2.1360, -4.0088], [-1.4029, 3.8410, -2.6203], [2.7780, 1.7091, 2.8607], [-0.3625, 1.4849, -1.4894], [1.0888, -3.2170, 1.5436], [2.1686, -2.3237, 1.8631], [-0.3360, 1.3353, -3.8434], [-1.3657, 0.3808, 4.8075], [1.6678, 1.4973, 3.3091], [0.5234, -1.2539, -3.9657], [1.3544, 2.1274, 4.6659], [-1.9898, -2.2126, 4.4090], [-1.3132, 4.7053, -1.1252], [0.5691, -0.3255, -2.8057], [-0.9190, 0.7127, -2.0243], [-0.1891, -0.8252, 1.6423], [-2.2029, 1.7902, 2.6630], [-3.1999, -2.4330, 2.0118], [0.7331, 0.7479, 2.7348], [-1.4050, 2.4595, 0.1214], [2.6005, -1.1403, 3.7225], [1.8204, -2.9431, -3.5325], [0.7767, -2.4312, 3.7027], [2.1524, 2.8194, 4.9673], [-0.1794, 3.0341, 4.5381], [1.8111, -2.0309, -4.1357], [-0.9775, 3.7808, -1.6079], [0.5585, 3.5353, -1.6274], [-0.5437, -3.0294, -3.4023]]
}

***

Please write out number 4 again, unchanged.
{
  "formula": "C21H29CeCl2O4",
  "method": "ωB97M-V/def2-TZVPD",
  "lumo_energy_ha": [-0.19503, -0.20287],
  "charge": 1,
  "e_tot_ha": -2513.69868,
  "de_lowest_ev": 0.6441,
  "gap_ev": [6.7, 6.4],
  "spin_multiplicity": 1,
  "largest_force_ha_per_bohr": 0.064,
  "homo_energy_ha": [-0.4395, -0.4395],
  "species": ["H", "C", "H", "H", "H", "H", "H", "H", "H", "O", "C", "Cl", "H", "C", "C", "H", "C", "H", "C", "C", "H", "H", "H", "C", "C", "C", "H", "H", "C", "H", "O", "C", "C", "C", "H", "H", "C", "C", "C", "H", "H", "O", "H", "Ce", "H", "H", "O", "H", "H", "H", "C", "H", "Cl", "C", "C", "C", "H"],
  "xyz": [[-1.6072, -1.6087, -3.6532], [0.4649, -0.1993, -5.0661], [2.6648, -1.3953, -3.8767], [-0.4267, -0.0833, -5.6763], [1.3330, -0.1670, -5.7201], [0.9266, 3.4411, -0.5751], [1.4847, 1.2862, -3.9724], [0.2907, 1.0640, -0.6855], [3.0333, -2.1017, 1.2298], [0.6175, 2.2312, -2.2496], [-2.1168, -1.4076, 3.6799], [1.2898, 0.7930, 5.8459], [-2.4579, 1.9844, -1.2639], [0.2297, -3.2854, 2.6948], [-1.7789, -0.0389, 3.8880], [-0.8955, -2.4604, -5.0506], [-2.7862, -1.5140, 2.4259], [0.3697, -2.2624, 4.6981], [-1.4689, 2.4201, -0.9821], [1.9586, -1.8349, 3.1866], [-3.4522, 0.0665, 0.9575], [0.9945, -3.8285, 0.6361], [-0.6544, -3.9200, 2.8028], [-2.9008, -0.2039, 1.8654], [0.5593, 0.7055, -3.8796], [-2.2504, 0.7044, 2.7607], [1.9259, -2.3093, -5.1988], [1.1474, 4.2651, -2.1957], [-0.7108, -2.1360, -4.0088], [-1.4029, 3.8410, -2.6203], [2.7780, 1.7091, 2.8607], [-0.3625, 1.4849, -1.4894], [1.0888, -3.2170, 1.5436], [2.1686, -2.3237, 1.8631], [-0.3360, 1.3353, -3.8434], [-1.3657, 0.3808, 4.8075], [1.6678, 1.4973, 3.3091], [0.5234, -1.2539, -3.9657], [1.3544, 2.1274, 4.6659], [-1.9898, -2.2126, 4.4090], [-1.3132, 4.7053, -1.1252], [0.5691, -0.3255, -2.8057], [-0.9190, 0.7127, -2.0243], [-0.1891, -0.8252, 1.6423], [-2.2029, 1.7902, 2.6630], [-3.1999, -2.4330, 2.0118], [0.7331, 0.7479, 2.7348], [-1.4050, 2.4595, 0.1214], [2.6005, -1.1403, 3.7225], [1.8204, -2.9431, -3.5325], [0.7767, -2.4312, 3.7027], [2.1524, 2.8194, 4.9673], [-0.1794, 3.0341, 4.5381], [1.8111, -2.0309, -4.1357], [-0.9775, 3.7808, -1.6079], [0.5585, 3.5353, -1.6274], [-0.5437, -3.0294, -3.4023]]
}